Record 1
Entry from the OMol25 dataset: a 2-piece molecular cluster, C9H19N2O overall (ωB97M-V with the def2-TZVPD basis set).

Positions of all 31 atoms, in Å:
C: -0.535 -0.286 1.735
C: -1.461 -1.162 1.173
C: -0.514 1.150 1.110
C: -1.724 0.163 -0.817
C: -1.354 1.436 -0.036
C: 3.129 1.118 0.252
C: 1.869 -1.176 0.312
C: -2.747 -2.078 -0.683
C: 2.354 0.030 -0.366
N: -2.130 -0.924 0.005
N: 2.092 0.092 -1.678
O: -0.658 2.206 -1.035
H: 0.014 -0.296 2.696
H: -0.908 1.755 1.892
H: 0.577 1.379 0.938
H: -2.615 0.545 -1.369
H: -0.926 -0.044 -1.559
H: -2.258 1.975 0.270
H: 2.881 1.214 1.312
H: 3.159 2.133 -0.232
H: 4.126 0.851 0.285
H: 2.140 -2.203 -0.007
H: 2.242 -1.245 1.290
H: -1.630 -2.183 1.625
H: -3.200 -1.671 -1.540
H: -2.015 -2.843 -0.956
H: -3.596 -2.555 -0.083
H: 2.271 0.937 -2.144
H: 0.811 -0.876 0.532
H: 1.421 -0.574 -2.085
H: -0.816 3.132 -0.835

lowest unoccupied orbital energy	-0.1463	Ha
HOMO	-0.4005	hartree
multiplicity	1
net charge	+1
relative energy (zero: lowest compared OMol25 entry of this formula, charge and spin)	236.01	kJ/mol

---

Record 2
Entry from the OMol25 dataset: C17H23Cl3F5HgN4S as an isolated structure (ωB97M-V with the def2-TZVPD basis set).

Positions of all 54 atoms, in Å:
Hg: -0.881 0.370 -0.940
C: -2.059 -2.360 2.160
C: -0.668 -1.936 1.750
C: -0.011 -2.559 0.688
C: -0.603 -3.766 -0.005
C: 1.246 -2.099 0.276
C: 1.903 -2.709 -0.940
C: 1.879 -1.075 0.982
C: 3.298 -0.679 0.638
C: 1.217 -0.439 2.040
C: 1.885 0.740 2.716
C: -0.045 -0.885 2.437
C: -0.750 -0.287 3.636
H: -2.034 -3.063 2.998
H: -2.594 -2.830 1.338
H: -2.651 -1.499 2.469
H: -1.065 -3.495 -0.959
H: -1.361 -4.247 0.607
H: 0.171 -4.506 -0.206
H: 2.504 -3.586 -0.676
H: 2.546 -1.991 -1.438
H: 1.153 -3.021 -1.666
H: 3.322 0.140 -0.089
H: 3.845 -1.518 0.213
H: 3.838 -0.355 1.526
H: 2.584 0.418 3.492
H: 1.158 1.403 3.182
H: 2.445 1.331 1.991
H: -1.557 0.391 3.335
H: -0.069 0.265 4.279
H: -1.198 -1.072 4.244
N: -0.563 2.849 0.971
N: -1.341 3.950 0.640
C: -1.545 4.304 -0.651
N: -2.290 5.424 -0.811
S: -0.879 3.516 -1.958
H: -0.888 2.421 1.825
H: 0.421 3.083 1.033
H: -1.620 4.591 1.367
H: -2.810 5.823 -0.047
H: -2.582 5.643 -1.746
Cl: 2.996 3.590 -2.631
C: 3.025 2.112 -3.605
Cl: 4.700 1.584 -3.842
Cl: 2.246 2.388 -5.166
C: 2.292 1.069 -2.890
N: 1.715 0.268 -2.305
F: -4.000 0.130 -2.089
C: -3.004 -0.773 -1.994
F: -3.485 -1.838 -1.320
C: -2.573 -1.202 -3.385
F: -3.532 -1.863 -4.056
F: -1.507 -2.015 -3.307
F: -2.228 -0.134 -4.112

lowest unoccupied orbital energy (spin up / spin down)	0.0069 / -0.0133	Ha
HOMO (spin up / spin down)	-0.2431 / -0.2900	hartree
multiplicity	2
net charge	0
relative energy (zero: lowest compared OMol25 entry of this formula, charge and spin)	35.19	kJ/mol

---

Record 3
Entry from the OMol25 dataset: C31H54N12SSe4Si4TeZr as an isolated structure (ωB97M-V with the def2-TZVPD basis set).

Positions of all 108 atoms, in Å:
Zr: 0.355 -0.462 -0.664
N: -0.412 3.929 0.524
C: -0.366 2.498 0.289
S: 0.472 2.066 -1.254
N: 0.197 1.921 1.460
N: 0.604 0.712 1.306
C: 1.166 0.086 2.334
C: 1.501 -1.280 2.216
C: 2.130 -1.959 3.281
C: 2.399 -3.298 3.168
C: 2.033 -3.970 2.002
C: 1.433 -3.245 0.994
N: 1.176 -1.937 1.070
H: -0.397 4.393 -0.379
H: 0.447 4.170 1.013
H: 1.345 0.643 3.247
H: 2.397 -1.401 4.169
H: 2.891 -3.826 3.977
H: 2.214 -5.026 1.867
H: 1.122 -3.719 0.072
Se: 3.302 -0.024 -0.562
Se: 3.955 -1.164 -2.494
Se: 2.933 -3.241 -2.241
Se: 0.635 -2.755 -2.288
C: -5.147 -0.132 4.123
C: -4.884 -1.565 4.578
C: -5.449 -2.569 3.579
C: -3.395 -1.817 4.844
N: -2.601 -1.796 3.637
C: -2.173 -0.775 2.883
N: -1.642 -1.250 1.790
N: -1.724 -2.592 1.894
N: -2.304 -2.934 2.982
H: -6.219 0.050 4.032
H: -4.709 0.062 3.142
H: -4.742 0.598 4.827
H: -5.378 -1.715 5.546
H: -5.049 -2.391 2.579
H: -6.535 -2.476 3.522
H: -5.202 -3.596 3.853
H: -3.248 -2.807 5.276
H: -2.991 -1.073 5.534
H: -2.274 0.271 3.119
N: -2.516 1.190 -5.116
C: -1.165 1.197 -4.807
C: -0.621 0.177 -4.005
N: 0.633 0.212 -3.620
C: 1.403 1.198 -4.095
C: 0.880 2.144 -4.946
N: -0.411 2.169 -5.295
H: -3.087 0.712 -4.432
H: -2.864 2.106 -5.355
H: -1.234 -0.643 -3.653
H: 2.431 1.222 -3.754
H: 1.505 2.934 -5.349
C: -3.778 6.926 2.961
Si: -2.482 5.751 2.215
C: -1.510 5.042 3.676
C: -1.322 6.888 1.232
Si: -3.434 4.038 0.946
Te: -2.520 1.803 0.044
Si: -4.063 5.093 -1.050
C: -4.784 6.848 -0.886
C: -2.569 5.230 -2.201
C: -5.365 4.080 -1.980
Si: -5.489 3.563 1.962
C: -6.286 2.012 1.226
C: -6.830 4.908 1.915
C: -5.186 3.196 3.802
H: -3.262 7.727 3.501
H: -4.433 6.413 3.667
H: -4.404 7.385 2.193
H: -0.817 5.779 4.091
H: -0.937 4.171 3.354
H: -2.185 4.725 4.474
H: -0.562 7.309 1.896
H: -1.871 7.719 0.783
H: -0.810 6.356 0.433
H: -4.072 7.532 -0.420
H: -5.694 6.854 -0.283
H: -5.031 7.242 -1.877
H: -1.868 5.992 -1.852
H: -2.875 5.501 -3.216
H: -2.035 4.277 -2.255
H: -6.275 3.936 -1.392
H: -4.965 3.092 -2.217
H: -5.638 4.576 -2.916
H: -6.781 2.231 0.277
H: -7.034 1.597 1.909
H: -5.538 1.242 1.025
H: -7.186 5.072 0.895
H: -6.467 5.865 2.296
H: -7.684 4.599 2.524
H: -4.382 2.463 3.912
H: -6.083 2.801 4.289
H: -4.878 4.097 4.335
N: -1.560 -0.395 -1.125
C: -2.685 -1.096 -1.403
C: -2.782 -2.491 -1.177
C: -3.930 -3.198 -1.477
C: -5.050 -2.565 -2.011
C: -4.981 -1.200 -2.255
C: -3.830 -0.483 -1.969
H: -1.931 -3.001 -0.748
H: -3.950 -4.266 -1.286
H: -5.949 -3.126 -2.241
H: -5.833 -0.681 -2.684
H: -3.798 0.580 -2.182

lowest unoccupied orbital energy	0.1368	Ha
HOMO	-0.0561	hartree
multiplicity	1
net charge	-2
relative energy (zero: lowest compared OMol25 entry of this formula, charge and spin)	0.00	kJ/mol

---

Record 4
Entry from the OMol25 dataset: one molecule with the formula C3H5NO3 (ωB97M-V with the def2-TZVPD basis set).

Positions of all 12 atoms, in Å:
O: -1.385 -1.163 1.079
C: -0.913 -1.473 -0.030
C: 0.045 -0.702 -0.858
C: 0.377 0.606 -0.414
O: 0.875 1.550 -1.063
N: 0.398 0.699 0.980
O: 0.764 1.969 1.529
H: -1.158 -2.549 -0.422
H: -0.317 -0.576 -1.913
H: 0.904 -1.272 -0.978
H: -0.452 0.374 1.397
H: 0.861 2.536 0.694

SMILES string	O=CCC(=O)NO
lowest unoccupied orbital energy	0.0072	Ha
HOMO	-0.3562	hartree
multiplicity	1
net charge	0
relative energy (zero: lowest compared OMol25 entry of this formula, charge and spin)	324.02	kJ/mol